1.
This record from the Open Molecules 2025 dataset describes 12 unconnected molecules or ions with the total composition C34H68Br10O10 at a distorted geometry. The level of theory is ωB97M-V/def2-TZVPD.

Calculated values
LUMO level = 0.075 eV
maximum force = 4.195 eV/Å
charge = 0
structure (SMILES) = CCOC(C)=O.CCOC(C)=O.CCOC(C)=O.CC(C)=O.CC(C)=O.CC(C)=O.CC(C)=O.BrCCBr.BrCCBr.BrCCBr.BrCCBr.BrCCBr
total energy = -27828.7584 a.u.

Last column: Mulliken charge in e.
Geometry (Å):
C1 -10.5505 3.8371 -5.6103  -1.13
C2 -9.3298 3.5745 -4.7626  -0.18
O1 -9.7043 2.7620 -3.6603  -0.26
C3 -8.7610 2.0231 -2.9089  0.63
C4 -9.3775 1.2565 -1.7148  -0.85
O2 -7.5333 2.0713 -3.0217  -0.56
H1 -11.1797 2.9560 -5.7364  0.31
H2 -10.2808 4.2271 -6.5918  0.36
H3 -11.1918 4.5495 -5.0914  0.29
H4 -8.5953 3.0724 -5.3923  0.28
H5 -8.8262 4.4857 -4.4395  0.29
H6 -9.2281 0.2019 -1.9462  0.25
H7 -10.4326 1.4732 -1.5478  0.28
H8 -8.9002 1.5360 -0.7755  0.28
C5 5.4454 0.8132 -7.5303  -1.13
C6 6.2179 1.6600 -6.5802  -0.21
O3 7.3273 0.9877 -6.0341  -0.31
C7 7.8012 1.3337 -4.8258  0.76
C8 8.9709 0.5630 -4.4380  -0.96
O4 7.3911 2.2569 -4.1606  -0.57
H9 5.2038 -0.1070 -6.9983  0.30
H10 5.9476 0.6548 -8.4847  0.28
H11 4.4615 1.1819 -7.8203  0.38
H12 6.5383 2.6207 -6.9834  0.31
H13 5.4797 1.9599 -5.8364  0.28
H14 9.1151 0.5897 -3.3579  0.30
H15 9.8751 0.9358 -4.9192  0.25
H16 8.7582 -0.4710 -4.7093  0.32
C9 2.2242 -0.3706 -1.6986  -0.97
C10 1.7846 -0.3614 -0.2260  -0.30
O5 0.3697 -0.4219 -0.1852  -0.31
C11 -0.3700 0.7083 -0.0156  0.80
C12 -1.8382 0.4354 -0.2673  -0.97
O6 0.0735 1.8477 0.2918  -0.61
H17 3.2179 0.0572 -1.8310  0.32
H18 1.4745 0.2065 -2.2398  0.28
H19 2.2467 -1.3668 -2.1407  0.27
H20 2.2466 -1.1419 0.3787  0.33
H21 2.1010 0.5706 0.2424  0.31
H22 -2.4116 1.0678 0.4104  0.30
H23 -2.0281 -0.6190 -0.0667  0.31
H24 -2.1731 0.6441 -1.2833  0.23
C13 1.6963 2.4266 5.2841  -1.08
C14 0.3056 2.8710 5.5632  0.86
C15 0.0204 4.3024 5.5876  -1.03
O7 -0.5605 2.0166 5.7514  -0.59
H25 2.4117 2.6804 6.0663  0.33
H26 2.1664 2.8095 4.3783  0.31
H27 1.7566 1.3383 5.2842  0.30
H28 0.8220 4.9781 5.8859  0.33
H29 -0.8466 4.5063 6.2159  0.32
H30 -0.3062 4.6133 4.5953  0.27
C16 -0.8775 -5.0474 -2.7296  -0.87
C17 -0.6522 -6.3356 -1.8901  0.70
C18 0.6482 -6.4241 -1.0781  -0.88
O8 -1.3022 -7.3694 -2.0963  -0.57
H31 -0.6996 -4.2647 -1.9921  0.23
H32 -1.8203 -5.0271 -3.2761  0.30
H33 -0.0702 -5.0571 -3.4619  0.27
H34 0.4513 -6.9496 -0.1437  0.31
H35 0.9406 -5.3878 -0.9089  0.24
H36 1.3702 -6.9930 -1.6640  0.26
C19 7.1293 -6.8056 0.9032  -1.07
C20 5.8969 -6.7414 1.7860  0.85
C21 5.6585 -7.9301 2.6356  -1.07
O9 5.1738 -5.7454 1.8517  -0.57
H37 7.3221 -5.8337 0.4488  0.29
H38 6.8956 -7.5538 0.1458  0.29
H39 8.0824 -7.0359 1.3793  0.35
H40 6.5669 -8.3442 3.0731  0.33
H41 5.2953 -8.7186 1.9764  0.30
H42 4.9074 -7.7748 3.4101  0.29
C22 -6.8319 4.2116 6.7246  -0.86
C23 -7.2708 3.3217 5.5300  0.71
C24 -6.3068 2.3096 5.0207  -1.04
O10 -8.4222 3.3026 5.1530  -0.55
H43 -7.5319 3.9967 7.5321  0.29
H44 -6.9269 5.2174 6.3154  0.28
H45 -5.8077 3.9137 6.9488  0.25
H46 -5.3054 2.6518 4.7597  0.35
H47 -6.6778 1.8860 4.0874  0.30
H48 -6.2254 1.5410 5.7893  0.27
Br1 0.9514 8.5837 0.7121  -0.17
C25 1.2612 7.3072 -0.7455  -0.55
C26 2.6099 6.6742 -0.5472  -0.63
Br2 2.8980 5.3355 -2.0248  -0.16
H49 1.1425 7.8022 -1.7094  0.39
H50 0.4730 6.5592 -0.6606  0.35
H51 2.6183 6.1439 0.4050  0.37
H52 3.4555 7.3589 -0.4814  0.41
Br3 2.8237 -3.1930 7.1281  -0.17
C27 1.4539 -4.2340 6.0919  -0.56
C28 0.0808 -3.9249 6.6984  -0.60
Br4 -1.2997 -5.2178 6.0670  -0.17
H53 1.5796 -5.3155 6.1433  0.39
H54 1.5006 -3.9390 5.0436  0.36
H55 -0.2504 -2.9075 6.4904  0.38
H56 0.1119 -4.0998 7.7739  0.36
Br5 -6.7638 -5.1352 0.4961  -0.17
C29 -7.1365 -5.0031 2.4848  -0.58
C30 -6.4167 -3.8593 3.1037  -0.61
Br6 -7.0775 -3.4439 4.9317  -0.15
H57 -6.8423 -5.9029 3.0251  0.38
H58 -8.2105 -4.8440 2.5806  0.38
H59 -6.5663 -2.9999 2.4501  0.38
H60 -5.3366 -4.0045 3.1210  0.38
Br7 10.7949 -1.5966 0.5987  -0.17
C31 9.7927 -0.2272 1.6234  -0.59
C32 8.4064 -0.7617 1.8297  -0.58
Br8 7.1655 0.7352 2.3064  -0.18
H61 9.8703 0.7121 1.0758  0.39
H62 10.3372 -0.0365 2.5482  0.39
H63 8.3817 -1.5397 2.5927  0.38
H64 8.0277 -1.0311 0.8437  0.36
Br9 -1.5314 1.1926 -6.3191  -0.17
C33 -1.0238 3.1647 -6.4849  -0.55
C34 -2.0897 3.9025 -5.6627  -0.60
Br10 -1.7460 5.9038 -5.6300  -0.18
H65 -0.8358 3.4401 -7.5226  0.41
H66 -0.0875 3.2633 -5.9355  0.33
H67 -2.0938 3.5343 -4.6367  0.37
H68 -3.0634 3.7866 -6.1388  0.38

---

2.
This record from the Open Molecules 2025 dataset describes 5 unconnected molecules or ions with the total composition C34H68ClN2O12PS at a distorted geometry. The level of theory is ωB97M-V/def2-TZVPD.

Calculated values
LUMO level = -0.345 eV
maximum force = 9.231 eV/Å
charge = 0
structure (SMILES) = NCCCC[C@H]1OC(=O)[C@](S)(P(O)Cl)[C@@]1(Cc1ccccc1)C[C@@H](O)CN.COCCOC.COCCOC.COCCOC.COCCOC
total energy = -3547.7107 a.u.

Last column: Mulliken charge in e.
Geometry (Å):
N1 7.2844 2.8929 3.2873  -0.46
C1 8.5001 2.2737 2.6296  -0.53
C2 8.2622 0.6280 2.6842  -0.45
C3 7.9629 0.1173 1.1565  -0.92
C4 6.3477 -0.0806 0.8138  0.22
C5 5.6260 1.2581 0.2075  0.00
O1 6.4519 1.4952 -1.0235  -0.33
C6 5.6140 1.2820 -2.2405  -0.36
O2 5.8845 0.6600 -3.3897  -0.60
C7 4.2094 2.0327 -1.7289  0.47
S1 2.7405 2.0400 -2.9342  -0.13
P1 4.7340 3.8618 -1.7726  0.21
O3 5.4425 4.4235 -0.2901  -0.51
Cl1 6.3146 3.9459 -3.2515  -0.23
C8 4.0762 1.2174 -0.3147  1.43
C9 2.8963 2.0322 0.4701  -0.34
C10 3.2640 2.5391 1.9816  0.49
C11 2.8112 4.0945 2.3991  -0.45
C12 3.0615 4.7472 3.8824  -0.51
C13 3.7755 3.8390 5.0465  -0.40
C14 4.2756 2.2868 4.6874  -0.72
C15 3.9968 1.6749 3.1647  0.28
C16 3.6143 -0.3598 -0.6261  -0.61
C17 3.0856 -1.1609 0.7025  0.19
O4 1.7043 -1.6702 0.4088  -0.49
C18 3.9662 -2.4838 1.1138  -0.59
N2 2.9519 -3.5534 1.5685  -0.59
H1 7.1867 2.4512 4.2312  0.19
H2 7.3925 3.9283 3.3556  0.21
H3 9.5308 2.5782 3.1498  0.31
H4 8.6141 2.6565 1.5046  0.27
H5 7.4794 0.2939 3.4872  0.33
H6 9.3276 0.1788 2.9815  0.29
H7 8.5309 0.7834 0.3809  0.30
H8 8.4329 -0.9749 1.0522  0.33
H9 5.8682 -0.4785 1.8272  -0.38
H10 6.3117 -1.0204 0.0782  0.21
H11 5.8616 2.1003 0.9890  -0.24
H12 1.9677 3.1496 -2.4715  0.20
H13 4.8462 4.2992 0.5049  0.37
H14 2.5269 2.9993 -0.1249  0.36
H15 1.9126 1.3633 0.5739  -0.02
H16 2.2821 4.7871 1.5947  0.24
H17 2.7239 5.8388 4.1462  0.31
H18 3.9537 4.2427 6.1542  0.27
H19 4.7883 1.6164 5.5294  0.35
H20 4.3415 0.5744 2.9707  0.02
H21 2.7203 -0.4100 -1.4158  -0.04
H22 4.4816 -0.9991 -1.1026  0.39
H23 2.9609 -0.4913 1.6657  0.33
H24 1.0860 -1.4295 1.1802  0.37
H25 4.5538 -2.1937 2.1102  0.15
H26 4.7014 -2.8683 0.2888  0.29
H27 3.4635 -4.4581 1.7461  0.26
H28 2.6792 -3.2107 2.5384  0.25
C19 -2.9195 -0.4208 -0.8052  -1.28
O5 -1.9869 0.6329 -1.0116  0.03
C20 -0.7159 0.1540 -1.4598  0.03
C21 -0.5546 0.3296 -2.9737  -0.57
O6 -1.4726 -0.4986 -3.6941  -0.30
C22 -2.6069 0.2276 -4.1561  -0.25
H29 -3.9183 0.0171 -0.7303  0.29
H30 -2.9177 -1.1371 -1.6285  0.55
H31 -2.6917 -0.9345 0.1346  0.42
H32 -0.5667 -0.8909 -1.1646  0.36
H33 0.0473 0.7565 -0.9546  -0.22
H34 0.4536 0.0105 -3.2581  0.29
H35 -0.6673 1.3813 -3.2643  0.30
H36 -2.3311 0.8189 -5.0346  0.35
H37 -3.0165 0.8848 -3.3849  0.18
H38 -3.3790 -0.4906 -4.4445  -0.16
C23 -6.3171 -5.3461 -6.1139  -0.69
O7 -5.7904 -4.4105 -7.0467  -0.37
C24 -6.2024 -3.0704 -6.7639  -0.77
C25 -5.0980 -2.2854 -6.0478  -0.44
O8 -4.8448 -2.8165 -4.7433  -0.27
C26 -3.6895 -3.6483 -4.7140  -0.77
H39 -5.7624 -6.2822 -6.2192  0.25
H40 -6.2165 -4.9993 -5.0841  0.28
H41 -7.3713 -5.5370 -6.3402  0.33
H42 -7.1328 -3.0623 -6.1846  0.34
H43 -6.4044 -2.5896 -7.7278  0.40
H44 -5.4342 -1.2521 -5.9117  0.39
H45 -4.1781 -2.2622 -6.6449  0.38
H46 -2.7892 -3.0263 -4.7198  0.29
H47 -3.6614 -4.3430 -5.5571  0.42
H48 -3.7091 -4.2288 -3.7878  0.20
C27 -5.5531 -5.6849 2.8567  -0.70
O9 -6.2856 -4.4956 3.1246  -0.37
C28 -5.4758 -3.4826 3.7276  -0.66
C29 -5.0347 -2.4345 2.7001  -0.29
O10 -4.1531 -3.0006 1.7254  -0.32
C30 -4.8205 -3.3024 0.5044  -0.81
H49 -6.1402 -6.2999 2.1697  0.25
H50 -4.5873 -5.4760 2.3935  0.29
H51 -5.4058 -6.2433 3.7870  0.33
H52 -4.6121 -3.9253 4.2368  0.34
H53 -6.0948 -2.9899 4.4859  0.38
H54 -4.4747 -1.6492 3.2187  0.26
H55 -5.9004 -1.9650 2.2171  0.35
H56 -4.9812 -2.3808 -0.0634  0.29
H57 -5.7777 -3.8024 0.6716  0.43
H58 -4.1799 -3.9678 -0.0804  0.24
C31 -3.8269 2.9460 -0.1514  -0.65
O11 -4.3683 2.1199 0.8721  -0.34
C32 -3.6972 2.2942 2.1230  -0.29
C33 -4.4970 3.2007 3.0649  -0.70
O12 -4.5713 4.5380 2.5609  -0.37
C34 -5.8173 4.8077 1.9268  -0.68
H59 -4.5356 2.9671 -0.9835  0.25
H60 -3.6654 3.9697 0.1904  0.49
H61 -2.8831 2.5199 -0.5069  0.09
H62 -2.6822 2.6789 1.9710  0.32
H63 -3.6137 1.3018 2.5802  0.32
H64 -3.9778 3.2512 4.0277  0.40
H65 -5.5003 2.7960 3.2464  0.32
H66 -6.5883 4.9689 2.6865  0.33
H67 -6.1229 3.9979 1.2595  0.27
H68 -5.7102 5.7212 1.3360  0.25

---

Question: Among the records above, which one has the lowest maximum force?
Answer: C34H68Br10O10